Here is a structure of composition C5H7NOS from OMol25. Energies are from ωB97M-V/def2-TZVPD.

ORCA input file:
```
! RIJCOSX wB97M-V def2-TZVPD def2/J DEFGRID3
* xyz 0 3
S 3.0384 -0.0691 -0.0574
O 0.6921 1.6691 0.0884
N 2.0173 -1.5834 -0.0232
C -0.6693 -1.0836 0.0737
C 0.7822 -0.7953 0.1104
C -1.3581 0.3538 0.2856
C 1.3615 0.4860 0.0931
C -0.6237 1.4756 -0.4110
H -1.4261 0.5289 1.3064
H -1.1775 2.5342 -0.3682
H -2.2675 0.6510 -0.1703
H -0.5045 1.2486 -1.4355
H -0.9731 -1.7865 0.7895
H 2.1466 -2.2782 0.7070
H -1.0381 -1.3513 -0.9885
*
```

The calculation puts the HOMO energy (alpha / beta) at -5.1 / -8.3 eV. The value obtained for the frontier orbital gap (alpha / beta) is 5.737 / 6.576 eV. For the energy above the lowest of the compared OMol25 structures with the same formula, charge and spin, the calculation gives 12.1 kcal per mole. As for the expectation value of S²: 2.011.

Löwdin population analysis, charges in e, atoms 1 to 2: S 0.7720; O -0.0559